Entry from the OMol25 dataset: the molecule C6H10O in a non-equilibrium geometry (the ωB97M-V functional and the def2-TZVPD basis).

Last columns: bonded neighbours and bond lengths (Å).
CARTESIAN COORDINATES (ANGSTROEM)
1 O -2.0324 0.6278 -2.5996  C2 1.203
2 C -1.5095 1.4151 -1.8550  O1 1.203, C3 1.510, H8 1.134
3 C -0.2588 0.7860 -1.2881  C2 1.510, C4 1.529, H9 1.109, H10 1.075
4 C -0.4546 -0.3010 -0.2301  C3 1.529, C5 1.512, H11 1.103, H12 1.095
5 C 0.8676 -0.7619 0.3404  C4 1.512, C6 1.501, C7 1.498, H13 1.091
6 C 1.5094 0.0367 1.4380  C5 1.501, C7 1.504, H14 1.086, H15 1.088
7 C 0.9028 -1.3074 1.7350  C5 1.498, C6 1.504, H16 1.085, H17 1.087
8 H -1.6707 2.5259 -2.0141  C2 1.134
9 H 0.2504 0.3261 -2.1597  C3 1.109
10 H 0.3174 1.6461 -0.9967  C3 1.075
11 H -0.9972 -1.1653 -0.6472  C4 1.103
12 H -1.0864 0.1047 0.5671  C4 1.095
13 H 1.5473 -1.2238 -0.3774  C5 1.091
14 H 2.5918 0.1246 1.4553  C6 1.086
15 H 0.9840 0.9215 1.7918  C6 1.088
16 H 1.5664 -2.1376 1.9545  C7 1.085
17 H -0.0385 -1.3279 2.2786  C7 1.087

## Properties
Frontier orbital gap (Ha): 0.379
Energy relative to the best compared isomer or geometry (same formula, charge and spin) (eV): 1.444
Structure (SMILES): O=CCCC1CC1
Energy (eV): -8429.797
Highest occupied orbital energy (eV): -9.528
Max |F| (eV Å⁻¹): 3.0